Molecular formula: C76H164N6O18
Method: DFT, the ωB97M-V functional and the def2-TZVPD basis

Atoms and positions in Å:
1 C 23.9381 14.8348 12.5395
2 C 23.1352 14.1238 11.4581
3 C 22.0511 13.1794 12.1100
4 C 20.9554 13.8784 12.8216
5 C 20.2437 14.7845 11.8541
6 C 21.2120 15.8048 11.1690
7 N 22.3100 14.9639 10.6012
8 O 23.2356 15.8181 9.8592
9 C 20.4017 16.3826 10.0519
10 C 21.6532 16.9208 12.1564
11 C 24.0331 13.1868 10.6697
12 H 23.4225 14.8566 13.4723
13 H 24.2409 15.8620 12.2495
14 H 24.7843 14.1945 12.9305
15 H 21.6538 12.5089 11.2978
16 H 22.5479 12.5052 12.8949
17 H 21.2661 14.3482 13.7829
18 H 20.1779 13.1536 13.1174
19 H 19.4752 15.3233 12.3945
20 H 19.8429 14.2400 11.0217
21 H 19.7333 15.6472 9.6598
22 H 19.7838 17.2331 10.2660
23 H 21.0190 16.7692 9.1933
24 H 22.1303 16.4478 12.9783
25 H 22.1229 17.7703 11.6778
26 H 20.7223 17.3262 12.5839
27 H 23.5066 12.6847 9.8543
28 H 24.5453 12.5060 11.3700
29 H 24.9641 13.6202 10.2308
30 H 23.5236 15.3121 9.0630
31 C 14.8055 18.7915 10.5625
32 C 16.2959 18.7446 10.5396
33 C 16.8311 20.0766 9.9550
34 C 16.7238 21.2057 11.0094
35 C 17.4578 20.8005 12.2385
36 C 17.0168 19.4848 12.9417
37 N 16.9729 18.4333 11.8939
38 O 16.2501 17.2890 12.3357
39 C 18.0601 19.1579 13.8946
40 C 15.6616 19.7274 13.6345
41 C 16.8041 17.6431 9.5896
42 H 14.3793 17.8380 10.8796
43 H 14.5165 18.9063 9.5230
44 H 14.4991 19.6306 11.2141
45 H 17.8366 19.9662 9.5171
46 H 16.1744 20.2264 9.0744
47 H 15.6940 21.4200 11.3323
48 H 17.0843 22.1563 10.5580
49 H 17.4541 21.5107 13.0689
50 H 18.5067 20.8312 11.9891
51 H 18.1056 20.0122 14.5998
52 H 17.9119 18.2832 14.5387
53 H 19.0780 18.9979 13.5402
54 H 15.7698 20.1581 14.6583
55 H 15.1244 20.4546 13.0661
56 H 15.0076 18.8856 13.7742
57 H 17.8769 17.6396 9.6048
58 H 16.4416 17.8024 8.5842
59 H 16.5610 16.6648 9.9444
60 H 16.9350 16.7889 12.7794
61 C 22.8040 17.5901 20.5613
62 C 24.2863 17.3573 20.7919
63 C 24.9369 17.9274 22.0877
64 C 24.5545 17.2170 23.3503
65 C 24.8850 15.7616 23.1554
66 C 24.2905 15.1117 21.8737
67 N 24.6875 15.9413 20.7261
68 O 24.2605 15.2698 19.4918
69 C 24.9974 13.7344 21.6907
70 C 22.8059 14.8808 22.0081
71 C 24.9980 18.0430 19.6706
72 H 22.5237 16.8929 19.7522
73 H 22.5920 18.5507 20.0471
74 H 22.1637 17.4241 21.3833
75 H 25.9933 18.0144 21.9555
76 H 24.6482 18.9858 22.0661
77 H 23.4836 17.2846 23.5540
78 H 25.0636 17.6595 24.2809
79 H 24.5268 15.0849 23.9644
80 H 25.9704 15.6158 23.1315
81 H 26.0554 13.8817 21.4595
82 H 24.9682 13.1554 22.6050
83 H 24.6103 13.0590 20.9230
84 H 22.5722 14.4947 22.9795
85 H 22.2387 15.8207 22.0305
86 H 22.4042 14.3351 21.1775
87 H 25.9754 17.6220 19.6228
88 H 25.0278 19.1654 19.8688
89 H 24.5493 17.7338 18.7406
90 H 23.3873 14.8300 19.5754
91 C 18.3388 11.7190 15.6219
92 C 18.3205 11.2463 17.0797
93 C 19.0460 9.8816 17.0593
94 C 20.6017 9.8969 16.8842
95 C 21.0494 10.7955 18.0710
96 C 20.3870 12.2450 17.9423
97 N 18.9399 12.1532 18.0075
98 O 18.4510 13.4876 17.8662
99 C 20.8695 13.0348 19.2133
100 C 21.0501 12.8683 16.7251
101 C 16.8381 11.1290 17.5337
102 H 17.8145 10.9943 14.9622
103 H 19.3772 11.7389 15.2142
104 H 17.9161 12.7549 15.6554
105 H 18.8890 9.4401 18.0800
106 H 18.5089 9.2556 16.3367
107 H 20.9405 10.3513 15.9436
108 H 21.1312 8.9456 16.9287
109 H 22.1571 10.9393 18.1157
110 H 20.7335 10.3364 19.0405
111 H 20.4171 12.5865 20.1253
112 H 21.9374 12.7865 19.3475
113 H 20.6468 14.1063 19.1402
114 H 22.1415 13.1190 16.8395
115 H 21.0133 12.3357 15.8285
116 H 20.5360 13.7958 16.5661
117 H 16.3959 12.1574 17.3922
118 H 16.8089 10.7942 18.5583
119 H 16.3567 10.3402 16.9405
120 H 18.1685 13.7274 18.7670
121 C 22.9333 21.8162 11.2888
122 C 23.4157 21.5308 12.7316
123 C 23.0907 20.0652 13.0611
124 C 23.9071 19.4674 14.2385
125 C 25.3590 19.6272 13.9918
126 C 25.7851 21.1198 13.6363
127 N 24.8560 21.6205 12.6066
128 O 25.2532 22.9524 12.3698
129 C 25.9027 22.0120 14.8953
130 C 27.1560 21.0276 12.9818
131 C 22.7351 22.4541 13.7071
132 H 21.8583 21.7475 11.1867
133 H 23.3584 21.1004 10.6059
134 H 23.1125 22.8910 11.1455
135 H 22.0433 20.0482 13.2524
136 H 23.2721 19.4018 12.1570
137 H 23.5690 18.4315 14.2396
138 H 23.5398 19.9314 15.1938
139 H 25.6453 19.0432 13.1026
140 H 26.0018 19.2500 14.8172
141 H 25.6882 21.4869 15.7914
142 H 26.9394 22.3938 14.9749
143 H 25.1636 22.7986 14.8376
144 H 27.0415 20.5311 11.9786
145 H 27.5228 22.0082 12.6617
146 H 27.9164 20.6688 13.6373
147 H 22.7001 23.4588 13.2598
148 H 23.1332 22.3980 14.7146
149 H 21.6541 22.1150 13.7079
150 H 25.4379 22.9416 11.4460
151 C 22.8192 21.6498 18.8314
152 C 21.4244 21.3710 18.3015
153 C 21.4762 20.2479 17.2004
154 C 20.0974 19.8371 16.7887
155 C 19.3099 19.3816 18.0900
156 C 19.2660 20.4757 19.1679
157 N 20.6374 20.9064 19.4062
158 O 20.5961 21.8368 20.5051
159 C 18.3103 21.6250 18.8339
160 C 18.7783 19.8497 20.5177
161 C 20.9316 22.7090 17.7245
162 H 23.5447 21.6322 18.0162
163 H 23.0871 20.8021 19.5024
164 H 22.8718 22.5115 19.4476
165 H 22.1681 20.6072 16.4659
166 H 21.9294 19.3866 17.6613
167 H 20.0602 19.0566 16.0588
168 H 19.5581 20.6545 16.3382
169 H 19.8464 18.5814 18.5934
170 H 18.3016 19.0590 17.9101
171 H 18.3484 21.9692 17.8141
172 H 17.2458 21.3451 18.9652
173 H 18.4625 22.4138 19.5227
174 H 17.9629 19.1131 20.3334
175 H 19.6165 19.4004 21.0728
176 H 18.3393 20.6767 21.0779
177 H 20.7029 23.5345 18.4605
178 H 20.0807 22.5298 17.0190
179 H 21.7661 23.1006 17.1509
180 H 21.2684 21.5559 21.1776
181 C 18.4935 15.4524 14.9994
182 C 19.4096 16.0104 15.9986
183 O 20.7160 16.1058 15.4430
184 C 21.7045 16.2942 16.2740
185 O 21.5856 16.6049 17.4275
186 O 22.8501 16.2180 15.5605
187 C 24.0623 16.2224 16.3448
188 H 18.6223 16.0762 14.1233
189 H 17.4852 15.3791 15.3407
190 H 18.8073 14.4727 14.7053
191 H 19.3499 15.3569 16.8384
192 H 19.0225 16.9728 16.3591
193 H 24.6430 17.0103 16.0165
194 H 24.5800 15.2664 16.2843
195 H 23.7694 16.5192 17.3026
196 C 15.0758 10.1327 13.2737
197 O 14.2458 10.8233 12.4082
198 C 14.9735 11.7282 11.4752
199 C 15.3829 13.0258 12.0944
200 O 14.2320 13.7262 12.4645
201 C 14.3314 15.1449 12.7952
202 C 13.8246 15.3440 14.1785
203 O 14.8077 14.7920 15.0125
204 C 14.5213 14.6441 16.3486
205 H 14.4731 9.4420 13.8627
206 H 15.6398 10.7962 14.0071
207 H 15.7170 9.5276 12.6430
208 H 14.1933 12.0743 10.7319
209 H 15.8150 11.2064 11.0201
210 H 15.9501 13.6072 11.3401
211 H 16.0821 12.9410 12.9614
212 H 13.7050 15.6879 12.0756
213 H 15.3118 15.4950 12.7588
214 H 12.8608 14.7741 14.2578
215 H 13.6465 16.3656 14.3936
216 H 15.1520 13.8757 16.6552
217 H 13.4827 14.3699 16.5997
218 H 14.8964 15.5779 16.8669
219 C 12.9751 11.9960 18.8280
220 O 14.0630 12.8841 19.0971
221 C 14.6745 12.6626 20.3724
222 C 15.8267 13.5411 20.5782
223 O 16.2041 13.3016 21.9252
224 C 17.5579 12.9529 21.9718
225 C 18.4915 14.1372 21.9268
226 O 18.4532 14.6506 20.5983
227 C 18.8568 15.9941 20.4173
228 H 12.0080 12.5068 19.0644
229 H 13.1361 11.0480 19.3603
230 H 13.1238 11.8322 17.7444
231 H 14.9850 11.5748 20.3960
232 H 13.9201 12.8334 21.1271
233 H 15.6038 14.5976 20.3414
234 H 16.6386 13.1648 19.9198
235 H 17.8059 12.2504 21.1570
236 H 17.7632 12.3763 22.9078
237 H 19.5076 13.9230 22.0866
238 H 18.1586 14.9590 22.5677
239 H 19.9315 16.0784 20.5783
240 H 18.3268 16.6512 21.1090
241 H 18.6282 16.3905 19.3958
242 C 29.0788 13.0825 17.8047
243 O 27.8250 13.0062 17.1162
244 C 26.8232 13.9443 17.3900
245 C 27.1155 15.2980 16.8411
246 O 27.2631 15.3290 15.4342
247 C 27.8121 16.5702 15.0355
248 C 29.2754 16.7377 15.2966
249 O 29.5363 17.2607 16.6012
250 C 29.6445 18.6805 16.7657
251 H 29.6188 14.0632 17.7194
252 H 29.6846 12.2358 17.5621
253 H 28.9009 12.9832 18.9132
254 H 26.5474 14.1071 18.4505
255 H 25.8954 13.5451 16.9236
256 H 28.0823 15.5625 17.2951
257 H 26.3495 16.0251 17.1500
258 H 27.3335 17.3985 15.5567
259 H 27.6097 16.7605 14.0151
260 H 29.6306 17.4120 14.5002
261 H 29.7816 15.7428 15.1721
262 H 30.4957 19.0013 16.1237
263 H 29.8373 18.8566 17.8098
264 H 28.7570 19.3084 16.5131

Properties
Net charge = 0
HOMO level = -0.308 Ha
Electronic energy = -4676.44194 a.u.
SMILES = CC1(C)CCCC(C)(C)N1O.CC1(C)CCCC(C)(C)N1O.CC1(C)CCCC(C)(C)N1O.CC1(C)CCCC(C)(C)N1O.CC1(C)CCCC(C)(C)N1O.CC1(C)CCCC(C)(C)N1O.CCOC(=O)OC.COCCOCCOC.COCCOCCOC.COCCOCCOC

Results of the Mulliken charge analysis, in e, for atoms 1 through 99:
1. C -1.147
2. C 2.219
3. C -1.910
4. C 1.658
5. C -1.067
6. C 2.648
7. N 0.116
8. O -0.512
9. C -1.861
10. C -0.375
11. C -1.936
12. H -0.345
13. H 0.241
14. H 0.302
15. H 0.410
16. H 0.254
17. H -0.900
18. H 0.162
19. H -0.725
20. H 0.857
21. H 0.455
22. H -0.008
23. H 0.311
24. H -0.050
25. H 0.686
26. H -1.024
27. H 0.435
28. H 0.414
29. H 0.421
30. H 0.357
31. C -1.332
32. C 1.193
33. C -1.132
34. C -0.824
35. C -1.622
36. C 2.567
37. N -0.107
38. O 0.490
39. C -1.797
40. C -1.732
41. C -1.583
42. H -0.024
43. H 0.521
44. H 0.340
45. H 0.300
46. H 0.480
47. H 0.328
48. H 0.421
49. H 0.567
50. H 0.409
51. H 0.187
52. H 0.166
53. H 0.204
54. H 0.451
55. H 0.436
56. H 0.042
57. H 0.214
58. H 0.472
59. H 0.154
60. H 0.047
61. C -1.119
62. C 2.841
63. C -1.767
64. C -0.435
65. C -1.393
66. C 1.889
67. N -0.062
68. O 0.804
69. C -2.164
70. C -1.549
71. C -2.023
72. H 0.227
73. H -0.861
74. H 0.785
75. H 0.481
76. H 0.441
77. H 0.257
78. H 0.377
79. H 0.479
80. H 0.327
81. H 0.446
82. H 0.486
83. H 0.167
84. H 0.631
85. H 0.314
86. H -0.075
87. H 0.869
88. H 0.258
89. H -0.470
90. H -0.357
91. C -0.348
92. C 1.534
93. C -1.530
94. C -0.405
95. C -1.539
96. C 2.068
97. N 0.766
98. O 1.448
99. C -2.358

---

Molecular formula: C26H25N3
Method: DFT, the ωB97M-V functional and the def2-TZVPD basis

Atoms and positions in Å:
1 C -4.6604 -0.3380 -1.9250
2 C -4.0723 -1.5633 -1.5851
3 C -2.6792 -1.6628 -1.5020
4 C -1.8651 -0.5442 -1.7783
5 C -0.3849 -0.5710 -1.6800
6 N 0.1858 0.5834 -1.6297
7 C 1.4188 1.0378 -1.2510
8 C 1.7963 2.2030 -2.0361
9 N 2.1674 3.1122 -2.6595
10 C 0.3477 -1.8591 -1.7430
11 C -0.0788 -2.8834 -2.6144
12 C 0.6787 -4.0500 -2.7555
13 C 1.8826 -4.1925 -2.0623
14 C 2.3167 -3.1805 -1.2007
15 C 1.5377 -2.0384 -1.0142
16 C -2.4696 0.6907 -2.0610
17 C -3.8589 0.7910 -2.1517
18 H -5.7441 -0.2746 -2.0345
19 H -4.6745 -2.4558 -1.4175
20 H -2.2003 -2.6114 -1.2367
21 H 2.2452 0.3225 -1.2754
22 H -1.0323 -2.7873 -3.1397
23 H 0.3054 -4.8537 -3.3871
24 H 2.4885 -5.0859 -2.2051
25 H 3.2730 -3.2611 -0.6907
26 H 1.8398 -1.2683 -0.2990
27 H -1.8152 1.5582 -2.1961
28 H -4.2959 1.7487 -2.4094
29 C 0.7604 -2.6306 3.8259
30 N 0.3215 -1.3317 3.3146
31 C -0.7288 -0.6539 4.0571
32 C 0.9207 -0.7648 2.2548
33 C 0.5656 0.4538 1.6873
34 C 1.3476 1.1972 0.7262
35 C 1.1654 2.6759 0.7274
36 C 2.2657 3.5129 0.4938
37 C 2.1073 4.8861 0.3510
38 C 0.8341 5.4508 0.5032
39 C -0.2523 4.6311 0.8204
40 C -0.0898 3.2471 0.9527
41 H 0.1462 -2.8744 4.6979
42 H 0.6265 -3.4089 3.0576
43 H 1.8263 -2.6386 4.1132
44 H -1.0474 -1.3536 4.8445
45 H -0.4010 0.2858 4.5257
46 H -1.5829 -0.4262 3.4060
47 H 1.7887 -1.3415 1.8995
48 H -0.3362 0.9374 2.0668
49 H 2.3695 0.8267 0.5960
50 H 3.2604 3.0588 0.3838
51 H 2.9661 5.4991 0.0668
52 H 0.6960 6.5227 0.3582
53 H -1.2419 5.0612 0.9727
54 H -0.9399 2.6117 1.2372

Properties
Net charge = 0
Energy relative to the best compared isomer or geometry (same formula, charge and spin) = 4.5 kJ/mol
HOMO level = -0.266 Ha
Electronic energy = -1169.89875 a.u.

Mulliken analysis output, partial charges in e:
1. C -0.387
2. C -0.809
3. C -0.364
4. C 0.388
5. C 0.113
6. N -0.042
7. C -0.127
8. C 0.033
9. N -0.603
10. C 0.357
11. C -0.501
12. C -0.790
13. C -0.483
14. C -1.158
15. C 0.451
16. C -0.440
17. C -0.640
18. H 0.363
19. H 0.387
20. H 0.529
21. H 0.347
22. H 0.599
23. H 0.399
24. H 0.376
25. H 0.410
26. H 0.317
27. H 0.416
28. H 0.408
29. C -0.776
30. N 0.090
31. C -0.895
32. C -0.429
33. C -0.237
34. C 0.214
35. C 0.293
36. C -0.169
37. C -0.471
38. C -0.466
39. C -0.711
40. C -0.558
41. H 0.221
42. H 0.317
43. H 0.302
44. H 0.284
45. H 0.315
46. H 0.307
47. H 0.410
48. H 0.165
49. H 0.581
50. H 0.303
51. H 0.358
52. H 0.370
53. H 0.367
54. H 0.263

---

no.,lowest unoccupied orbital energy (eV)
1,0.447
2,-0.153